C20H26FO4 | the ωB97M-V functional and the def2-TZVPD basis

HOMO energy ... -1.80 eV
Total energy ... -32059.1689 eV
Lowest unoccupied orbital energy ... 0.84 eV
Largest force on an atom ... 0.0655 Eh/bohr

```
! wB97M-V def2-TZVPD RIJCOSX def2/J DEFGRID3
* xyz -1 1
C -0.30 0.80 6.83
C 0.02 0.74 5.65
C 0.00 0.45 4.12
C -0.91 1.06 3.26
C -2.01 2.06 3.77
C -3.50 1.61 3.48
F -1.77 3.29 3.06
C -0.82 0.72 1.72
O -1.75 1.07 1.00
C 0.40 -0.08 1.10
C 0.48 -0.13 -0.46
C 1.94 0.04 -1.08
C 2.00 0.81 -2.46
C 3.56 1.03 -2.77
C 1.44 -0.04 -3.69
C -0.17 -0.07 -3.77
C -0.63 -1.54 -4.13
C -1.07 -2.53 -3.21
C -0.09 -3.33 -2.23
C -2.62 -2.91 -3.15
C 1.26 -0.68 1.99
O 2.35 -1.44 1.55
C 1.06 -0.54 3.54
O 1.74 -1.18 4.35
H -0.71 1.04 7.84
H -1.90 2.32 4.87
H -3.85 2.09 2.51
H -4.15 2.05 4.31
H -3.61 0.49 3.44
H -0.08 -1.05 -0.84
H -0.13 0.76 -0.84
H 2.65 0.47 -0.31
H 2.33 -1.02 -1.28
H 1.48 1.81 -2.46
H 4.06 0.05 -3.07
H 3.71 1.73 -3.65
H 4.13 1.39 -1.85
H 1.87 0.36 -4.66
H 1.78 -1.13 -3.63
H -0.69 0.37 -2.88
H -0.46 0.57 -4.66
H -0.55 -1.86 -5.22
H -0.41 -3.10 -1.16
H -0.08 -4.44 -2.44
H 0.93 -2.83 -2.35
H -2.78 -3.54 -2.23
H -3.23 -1.97 -3.05
H -2.88 -3.52 -4.07
H 3.19 -0.94 1.63
O -0.46 5.79 3.87
H -0.75 4.88 3.75
*
```



CH2O4Yb | the ωB97M-V functional and the def2-TZVPD basis

HOMO energy (alpha / beta) ... -13.58 / -13.27 eV
Relative energy (zero: lowest compared OMol25 entry of this formula, charge and spin) ... 1.371 eV
Total energy ... -40780.3885 eV
Lowest unoccupied orbital energy (alpha / beta) ... -5.22 / -8.54 eV
Largest force on an atom ... 0.1067 Eh/bohr

```
! wB97M-V def2-TZVPD RIJCOSX def2/J DEFGRID3
* xyz 1 2
O -0.60 1.28 -0.83
C -1.41 0.28 -0.68
O -2.43 0.39 0.01
O -0.89 -0.94 -0.85
Yb 1.42 1.48 0.02
H -0.18 -1.22 -0.10
O 1.67 -0.38 1.02
H 2.40 -0.88 1.39
*
```



C21H27Cl3MoNO4PS2Se | the ωB97M-V functional and the def2-TZVPD basis

HOMO energy (alpha / beta) ... -11.29 / -11.40 eV
Relative energy (zero: lowest compared OMol25 entry of this formula, charge and spin) ... 0.221 eV
Total energy ... -167619.9109 eV
Lowest unoccupied orbital energy (alpha / beta) ... -4.52 / -4.18 eV
Largest force on an atom ... 0.0354 Eh/bohr

```
! wB97M-V def2-TZVPD RIJCOSX def2/J DEFGRID3
* xyz 1 2
Mo 0.65 0.20 1.56
C 2.46 -1.19 -0.29
N 1.67 -1.63 0.91
C 0.86 -2.82 0.52
C 2.61 -2.04 2.00
C 3.22 -0.83 2.62
C 4.46 -0.85 3.24
C 4.94 0.30 3.84
C 4.19 1.47 3.83
C 2.95 1.50 3.21
C 2.46 0.35 2.60
H 3.02 -2.04 -0.68
H 3.16 -0.40 -0.02
H 1.78 -0.83 -1.06
H 1.54 -3.66 0.38
H 0.33 -2.64 -0.41
H 0.15 -3.05 1.31
H 3.35 -2.73 1.59
H 2.01 -2.58 2.74
H 5.04 -1.76 3.25
H 5.91 0.29 4.32
H 4.58 2.37 4.29
H 2.38 2.41 3.21
C -6.15 1.01 -0.07
C -5.13 0.04 -0.60
O -3.90 0.72 -0.97
P -2.81 1.06 0.17
S -0.58 -0.55 3.09
S -1.22 -0.38 -0.34
O -2.08 2.35 -0.49
C -2.83 3.61 -0.44
C -1.95 4.67 -1.04
H -7.07 0.49 0.17
H -6.38 1.77 -0.82
H -5.79 1.51 0.83
H -5.46 -0.44 -1.52
H -4.91 -0.75 0.13
H -3.08 3.83 0.60
H -3.75 3.49 -1.01
H -1.15 4.96 -0.36
H -2.55 5.56 -1.25
H -1.51 4.32 -1.97
Cl 2.19 4.93 -1.00
C 2.05 3.31 -0.39
Cl 1.50 2.21 -1.67
Cl 3.63 2.75 0.22
C 1.08 3.28 0.81
O 0.74 4.25 1.40
O 0.69 2.03 1.14
Se -0.90 -0.17 -2.52
C -0.74 -2.05 -2.85
C 0.44 -2.51 -3.42
C 0.57 -3.86 -3.72
C -0.46 -4.74 -3.43
C -1.64 -4.27 -2.85
C -1.79 -2.92 -2.57
H 1.25 -1.82 -3.63
H 1.49 -4.22 -4.16
H -0.36 -5.79 -3.66
H -2.45 -4.96 -2.63
H -2.71 -2.55 -2.13
*
```